(1)
{"formula": "C36H64F2NO28P4S2V", "method": "ωB97M-V/def2-TZVPD", "e_lumo_ev": [2.410, 2.524], "multiplicity": 3, "mol_weight_g_mol": 1235.86, "relative_energy_kcal_mol": 217.2, "orbital_gap_ev": [4.94, 5.00], "total_charge": -2, "e_tot_ev": -187144.6819, "species": ["V", "N", "S", "O", "O", "F", "S", "O", "O", "F", "C", "C", "C", "O", "C", "C", "C", "O", "O", "O", "H", "H", "C", "C", "C", "O", "C", "C", "C", "O", "O", "O", "H", "H", "C", "C", "O", "P", "O", "O", "C", "C", "O", "C", "C", "H", "H", "H", "H", "H", "H", "H", "H", "H", "H", "H", "H", "H", "H", "H", "C", "C", "O", "P", "O", "O", "C", "C", "O", "C", "C", "H", "H", "H", "H", "H", "H", "H", "H", "H", "H", "H", "H", "H", "H", "H", "C", "C", "O", "P", "O", "O", "C", "C", "O", "C", "C", "H", "H", "H", "H", "H", "H", "H", "H", "H", "H", "H", "H", "H", "H", "H", "C", "C", "O", "P", "O", "O", "C", "C", "O", "C", "C", "H", "H", "H", "H", "H", "H", "H", "H", "H", "H", "H", "H", "H", "H", "H"], "positions_angstrom": [[-0.860, -2.108, 0.435], [0.159, -0.487, 0.896], [-0.066, 1.097, 0.770], [0.576, 1.723, -0.404], [-0.445, 1.804, 2.023], [-1.571, 1.064, 0.092], [1.792, -0.125, 1.481], [2.026, 0.686, 2.668], [2.913, -0.234, 0.555], [1.891, -1.642, 2.101], [-2.772, -0.315, -3.050], [-2.287, -0.982, -1.825], [-3.370, -1.139, -0.738], [-2.974, -1.632, 0.324], [-4.723, -0.899, -1.055], [-5.067, -0.349, -2.172], [-4.026, 0.107, -3.184], [-4.338, 0.761, -4.277], [-6.273, 0.091, -2.157], [-1.111, -1.186, -1.460], [-1.995, -0.088, -3.765], [-5.379, -1.078, -0.215], [-0.361, -5.732, 2.737], [-1.057, -6.833, 2.683], [-2.146, -7.062, 1.613], [-2.853, -8.185, 1.513], [-2.392, -6.137, 0.600], [-1.669, -4.881, 0.607], [-0.663, -4.639, 1.780], [-0.207, -3.489, 1.831], [-1.640, -3.973, -0.255], [-0.600, -7.753, 3.546], [0.441, -5.622, 3.452], [-3.073, -6.237, -0.232], [4.894, 2.133, 0.529], [5.442, 2.850, -0.700], [6.815, 3.012, -0.614], [7.682, 3.140, -1.922], [6.956, 2.764, -3.172], [8.255, 4.725, -1.838], [7.564, 5.818, -2.454], [8.686, 6.615, -3.007], [9.047, 2.255, -1.530], [9.943, 1.896, -2.584], [10.805, 3.059, -3.168], [5.288, 1.218, 0.972], [4.943, 2.900, 1.301], [3.822, 2.151, 0.335], [5.214, 2.175, -1.525], [5.016, 3.831, -0.908], [6.898, 5.530, -3.267], [7.116, 6.376, -1.632], [8.941, 7.406, -2.302], [9.647, 6.114, -3.126], [8.405, 7.128, -3.926], [10.494, 1.087, -2.102], [9.488, 1.336, -3.401], [11.633, 2.638, -3.739], [10.178, 3.753, -3.728], [11.161, 3.655, -2.328], [-7.543, 7.057, -1.167], [-8.085, 5.678, -1.632], [-7.347, 5.339, -2.744], [-6.569, 3.930, -2.704], [-7.448, 2.730, -2.281], [-5.755, 3.793, -4.087], [-4.884, 4.732, -4.541], [-3.478, 4.258, -4.521], [-5.342, 4.300, -1.672], [-4.365, 3.328, -1.374], [-4.683, 2.715, -0.076], [-7.836, 7.170, -0.124], [-6.454, 7.099, -1.143], [-8.037, 7.890, -1.667], [-7.991, 4.944, -0.832], [-9.117, 5.846, -1.940], [-5.195, 4.607, -5.578], [-5.126, 5.747, -4.226], [-3.555, 3.188, -4.714], [-3.020, 4.853, -5.312], [-2.911, 4.396, -3.601], [-4.296, 2.478, -2.052], [-3.404, 3.839, -1.444], [-5.545, 2.049, -0.120], [-3.884, 2.072, 0.293], [-4.751, 3.502, 0.676], [2.637, -6.723, -2.207], [1.682, -5.804, -2.966], [1.079, -4.840, -2.126], [1.812, -3.603, -1.406], [0.988, -2.803, -0.411], [3.137, -4.333, -0.601], [3.697, -3.629, 0.577], [3.082, -4.293, 1.812], [2.533, -2.766, -2.564], [1.706, -1.948, -3.402], [1.853, -0.488, -2.754], [3.096, -7.399, -2.928], [3.536, -6.225, -1.842], [2.361, -7.426, -1.421], [2.204, -5.373, -3.820], [0.911, -6.310, -3.545], [4.779, -3.748, 0.515], [3.562, -2.547, 0.585], [3.811, -5.017, 2.178], [2.926, -3.624, 2.657], [2.133, -4.743, 1.520], [1.943, -2.096, -4.456], [0.640, -2.174, -3.397], [1.258, 0.275, -3.255], [1.366, -0.489, -1.779], [2.873, -0.121, -2.634], [-0.398, -2.884, 6.834], [-0.737, -2.772, 5.332], [-1.509, -1.646, 5.133], [-2.373, -1.411, 3.805], [-1.661, -1.430, 2.538], [-3.053, -0.004, 4.239], [-2.232, 1.072, 4.747], [-3.055, 1.917, 5.759], [-3.575, -2.431, 3.978], [-4.278, -2.493, 5.264], [-4.526, -4.052, 5.461], [0.265, -2.066, 7.115], [-1.251, -2.761, 7.501], [0.046, -3.872, 6.962], [0.146, -2.749, 4.694], [-1.302, -3.683, 5.133], [-1.246, 0.703, 5.030], [-1.888, 1.808, 4.021], [-2.514, 2.787, 6.131], [-3.948, 2.397, 5.358], [-3.392, 1.452, 6.685], [-3.699, -2.102, 6.101], [-5.192, -1.928, 5.082], [-4.952, -4.292, 6.435], [-5.252, -4.397, 4.725], [-3.621, -4.545, 5.107]], "mulliken_charge": [0.713, 0.712, 0.328, -0.627, -0.518, -0.218, 0.691, -0.587, -0.607, -0.222, -1.129, 0.229, 0.468, -0.253, -0.786, 0.249, 0.251, -0.850, -0.707, 0.197, 0.431, 0.499, -1.033, 0.293, 0.114, -0.753, -0.979, 0.871, 0.009, -0.166, -0.556, -0.798, 0.469, 0.460, -1.055, -0.294, -0.305, 1.013, -0.725, -0.241, -0.254, -1.075, -0.402, -0.380, -0.900, 0.359, 0.358, 0.222, 0.388, 0.260, 0.379, 0.274, 0.313, 0.242, 0.321, 0.367, 0.301, 0.413, 0.183, 0.252, -1.141, -0.377, -0.295, 0.887, -0.717, -0.282, -0.201, -0.959, -0.337, 0.475, -1.213, 0.339, 0.322, 0.324, 0.343, 0.358, 0.266, 0.325, 0.201, 0.435, 0.173, -0.132, 0.384, 0.292, 0.068, 0.395, -1.031, -0.416, -0.153, -0.769, 2.343, -0.325, 0.274, -0.682, -0.311, -0.502, -0.502, 0.413, 0.248, 0.309, 0.282, 0.403, 0.408, -0.395, 0.466, 0.266, -0.110, 0.462, 0.183, 0.409, -0.260, 0.265, -1.600, 0.720, -0.046, -1.788, 2.351, -0.367, 0.264, -1.531, -0.046, -0.487, -1.096, 0.366, 0.322, 0.422, -0.161, 0.058, 0.371, 0.093, 0.413, 0.321, 0.357, 0.323, 0.398, 0.335, 0.329, 0.259]}

=====

(2)
{"formula": "C36H65BFN8O2S", "method": "ωB97M-V/def2-TZVPD", "e_lumo_ev": 1.821, "mol_weight_g_mol": 703.85, "orbital_gap_ev": 6.42, "total_charge": -1, "e_tot_ev": -68613.4702, "species": ["C", "C", "C", "B", "C", "C", "C", "C", "C", "C", "C", "C", "C", "C", "C", "C", "C", "C", "F", "C", "C", "S", "C", "O", "O", "H", "H", "H", "H", "H", "H", "H", "H", "H", "H", "H", "H", "H", "H", "H", "H", "H", "H", "H", "H", "H", "H", "H", "H", "H", "H", "H", "H", "H", "H", "H", "H", "H", "H", "H", "H", "H", "H", "H", "H", "H", "C", "C", "N", "H", "H", "H", "C", "C", "N", "H", "H", "H", "C", "C", "N", "H", "H", "H", "C", "C", "N", "H", "H", "H", "C", "C", "N", "H", "H", "H", "C", "C", "N", "H", "H", "H", "C", "C", "N", "H", "H", "H", "C", "C", "N", "H", "H", "H"], "positions_angstrom": [[-0.150, -2.551, -0.877], [-1.271, -1.757, -1.475], [-1.242, -0.111, -1.276], [-2.732, 0.585, -1.280], [-3.765, -0.132, -0.204], [-3.467, 0.224, 1.368], [-2.190, -0.560, 2.031], [-1.258, 0.537, 2.837], [0.350, 0.215, 2.813], [1.287, 1.493, 2.316], [2.530, 0.853, 1.458], [2.354, 0.945, -0.170], [3.734, 0.429, -0.959], [3.661, -1.199, -1.317], [3.970, -1.525, -2.905], [2.673, -1.161, -3.893], [3.243, -1.056, -5.437], [-3.504, 0.511, -2.760], [-4.528, -0.588, -2.818], [-2.479, 0.524, -4.040], [-2.163, -0.977, -4.669], [-2.465, 2.438, -0.952], [-3.981, 3.326, -0.305], [-1.236, 2.609, 0.022], [-2.036, 3.189, -2.269], [0.496, -3.327, -1.511], [0.190, -2.410, 0.257], [-2.126, -2.350, -2.012], [-0.495, 0.338, -2.088], [-0.686, 0.063, -0.234], [-3.833, -1.292, -0.342], [-4.842, 0.321, -0.447], [-4.429, -0.138, 1.977], [-3.375, 1.379, 1.600], [-2.608, -1.316, 2.854], [-1.583, -1.236, 1.274], [-1.387, 1.648, 2.453], [-1.639, 0.519, 3.968], [0.502, -0.749, 2.143], [0.678, 0.017, 3.943], [0.684, 2.334, 1.769], [1.775, 2.006, 3.276], [3.530, 1.386, 1.764], [2.616, -0.303, 1.736], [2.171, 2.046, -0.576], [1.492, 0.235, -0.586], [4.684, 0.591, -0.267], [3.855, 0.965, -2.015], [2.569, -1.615, -1.110], [4.429, -1.811, -0.664], [4.177, -2.680, -3.100], [4.910, -0.949, -3.334], [1.849, -2.000, -3.891], [2.216, -0.138, -3.556], [4.232, -0.408, -5.398], [2.471, -0.573, -6.186], [3.526, -2.146, -5.806], [-4.139, 1.519, -2.828], [-1.484, 1.150, -3.854], [-3.045, 1.111, -4.911], [-1.147, -1.434, -4.274], [-3.065, -1.725, -4.587], [-2.005, -0.796, -5.838], [-4.167, 4.388, -0.796], [-4.984, 2.728, -0.405], [-3.770, 3.554, 0.847], [0.365, 5.219, 3.561], [0.611, 4.096, 4.556], [0.816, 3.165, 5.381], [0.173, 4.802, 2.569], [-0.501, 5.810, 3.873], [1.241, 5.871, 3.511], [-4.030, -4.818, 4.091], [-2.726, -4.040, 4.159], [-1.643, -3.396, 4.215], [-3.830, -5.890, 4.163], [-4.684, -4.522, 4.916], [-4.538, -4.613, 3.144], [-3.829, 7.341, 2.701], [-2.386, 7.794, 2.551], [-1.189, 8.170, 2.427], [-3.916, 6.281, 2.444], [-4.160, 7.485, 3.733], [-4.474, 7.922, 2.036], [-2.371, -7.508, 7.268], [-3.409, -7.568, 6.158], [-4.270, -7.617, 5.238], [-2.535, -8.325, 7.975], [-1.367, -7.599, 6.844], [-2.449, -6.555, 7.799], [-3.720, 9.946, -0.531], [-5.094, 9.613, 0.028], [-6.234, 9.337, 0.492], [-3.714, 10.968, -0.920], [-2.967, 9.861, 0.257], [-3.470, 9.256, -1.340], [7.006, -5.343, -3.224], [6.318, -4.746, -2.007], [5.748, -4.252, -0.997], [6.277, -5.875, -3.841], [7.465, -4.549, -3.819], [7.783, -6.044, -2.907], [3.319, -2.864, 4.512], [2.650, -2.875, 3.147], [2.095, -2.884, 2.014], [2.905, -3.661, 5.136], [4.395, -3.022, 4.401], [3.149, -1.902, 5.002], [6.182, -2.548, -7.881], [6.429, -3.670, -6.886], [6.634, -4.601, -6.061], [5.991, -2.964, -8.873], [5.316, -1.957, -7.569], [7.058, -1.895, -7.932]], "mulliken_charge": [-1.068, 0.094, 1.202, -0.439, -0.475, -0.329, 0.659, -0.864, 0.530, 0.175, -0.638, 0.655, -0.775, 0.303, -0.886, 0.047, -0.970, 0.085, -0.453, -0.312, -0.729, 1.392, -0.815, -0.719, -0.831, 0.198, 0.075, 0.312, 0.104, -1.027, 0.276, 0.056, 0.337, -0.094, -0.021, -0.205, 0.161, 0.278, -0.589, 0.251, -0.150, 0.151, 0.369, -0.203, 0.271, -0.624, 0.240, 0.304, -0.329, 0.329, 0.177, 0.272, 0.189, 0.137, 0.271, 0.310, 0.164, 0.143, 0.144, 0.383, 0.027, 0.208, 0.336, 0.355, 0.236, 0.171, -0.522, 0.402, -0.518, 0.201, 0.166, 0.310, -0.756, 0.485, -0.499, 0.219, 0.274, 0.294, -0.147, 0.404, -0.521, 0.092, 0.270, -0.065, -0.751, 0.481, -0.557, 0.305, 0.266, 0.265, -0.658, 0.363, -0.471, 0.284, 0.226, 0.263, -0.771, 0.431, -0.465, 0.265, 0.234, 0.352, -0.928, 0.582, -0.513, 0.309, 0.301, 0.264, -0.572, 0.420, -0.522, 0.272, 0.148, 0.255]}